1.
Here is a 2-piece molecular cluster, C2H5BO overall from the OMol25 dataset. Energies are from wB97M-V/def2-TZVPD.

net charge = 0
2S+1 = 3
HOMO-LUMO gap (alpha / beta) = 8.344 / 7.331 eV

Element x y z (Å)
1 B -1.566 0.888 0.278
2 C 1.020 -1.149 -0.457
3 C 1.295 -0.025 0.194
4 O -0.537 0.861 1.043
5 H -1.358 0.925 -0.788
6 H -2.688 1.066 0.731
7 H 1.712 -1.676 -1.091
8 H 0.049 -1.597 -0.491
9 H 2.072 0.707 0.581

2.
Here is one molecule with the formula C2H5BO3 from the OMol25 dataset. Energies are from wB97M-V/def2-TZVPD.

net charge = 0
HOMO-LUMO gap = 8.987 eV

Element x y z (Å)
1 B 0.522 -1.168 0.411
2 C -0.525 1.181 0.347
3 C 0.001 0.562 -1.025
4 O 0.065 0.565 1.378
5 O 0.284 -0.827 -0.816
6 O 0.872 -2.201 1.093
7 H -0.237 2.188 0.252
8 H -1.557 0.960 0.272
9 H -0.657 0.612 -1.765
10 H 0.815 1.167 -1.237
11 H 0.417 -3.038 1.091

3.
Here is one molecule with the formula C2H5BS2 from the OMol25 dataset. Energies are from wB97M-V/def2-TZVPD.

net charge = 0
HOMO-LUMO gap = 7.131 eV

Element x y z (Å)
1 B 1.227 -1.611 0.033
2 C -0.089 1.148 0.334
3 C -0.899 0.187 -0.572
4 S 1.732 1.252 0.270
5 S -0.475 -1.689 -0.224
6 H 1.809 -2.595 0.505
7 H -0.371 2.143 0.410
8 H -0.184 0.641 1.370
9 H -1.955 0.321 -0.454
10 H -0.795 0.203 -1.671

4.
Here is one molecule with the formula C2H5BS2 from the OMol25 dataset. Energies are from wB97M-V/def2-TZVPD.

net charge = 0
2S+1 = 3
HOMO-LUMO gap (alpha / beta) = 5.126 / 6.092 eV

Element x y z (Å)
1 B -0.119 -1.058 -1.505
2 C 0.449 0.119 1.038
3 C -0.485 0.934 0.218
4 S 1.525 -0.757 -0.334
5 S -1.450 -0.043 -1.053
6 H 0.058 -2.012 -2.126
7 H 1.179 0.630 1.782
8 H -0.035 -0.811 1.611
9 H -1.318 1.457 0.770
10 H 0.196 1.541 -0.401

5.
Here is a 2-piece molecular cluster, C2H5BrCl2Si overall from the OMol25 dataset. Energies are from wB97M-V/def2-TZVPD.

net charge = 0
HOMO-LUMO gap (alpha / beta) = 4.603 / 4.601 eV

Element x y z (Å)
1 C -0.014 1.373 0.152
2 C -0.175 -0.106 0.538
3 Si 1.246 -1.286 -0.032
4 Cl 2.346 -0.929 -1.619
5 Cl 1.171 -3.228 0.306
6 Br -3.232 0.271 -0.920
7 H -0.773 1.915 0.747
8 H 1.018 1.573 0.437
9 H -0.138 1.304 -0.893
10 H -0.985 -0.541 -0.173
11 H -0.464 -0.346 1.457

6.
Here is C2H5BrClN as an isolated structure from the OMol25 dataset. Energies are from wB97M-V/def2-TZVPD.

net charge = 0
HOMO-LUMO gap (alpha / beta) = 9.319 / 9.318 eV

Element x y z (Å)
1 C 1.450 0.192 -0.077
2 C -1.436 -0.143 0.408
3 N 0.348 -0.619 -0.486
4 Cl -2.276 -1.493 -0.099
5 Br -2.187 1.481 -0.072
6 H 1.008 0.602 0.837
7 H 2.366 -0.401 0.263
8 H 1.793 0.961 -0.807
9 H -1.102 -0.053 1.481
10 H 0.036 -0.526 -1.449

Energy above the lowest of the compared OMol25 structures with the same formula, charge and spin values (in kcal/mol) by entry order: 36.15; 79.19; 76.40; 0.00; 100.76; 76.72.
F_max values (in eV/Å) by entry order: 3.6; 4.7; 4.6; 3.8; 5.2; 4.8.